No. 1
Below is C60H56N10Pt as an isolated structure, with properties calculated with ωB97M-V/def2-TZVPD.

The calculation puts the HOMO energy (spin up / spin down) at -11.826 / -11.826 eV. As for the calculated total energy: -81261.9072 eV. Its net charge is +2. The frontier orbital gap (spin up / spin down) is 5.46 / 5.46 eV.

Structure (XYZ):
```
127
Properties=species:S:1:pos:R:3:lowdin_charge:R:1
Pt -0.3558 0.3197 0.5586 1.201
C 2.8528 6.6496 3.5192 -0.062
C 3.5021 5.4457 3.7490 -0.058
C 2.9945 4.2688 3.2183 -0.042
C 1.8292 4.2892 2.4590 -0.223
C 1.1692 5.4975 2.2472 -0.028
C 1.6859 6.6734 2.7677 -0.055
C 1.2480 3.0461 1.8773 -0.024
C 1.9346 2.4161 0.8695 -0.225
C 3.2475 2.8174 0.4640 0.031
C 3.6237 1.9815 -0.5286 0.010
C 2.5124 1.1224 -0.7994 -0.179
C 2.6201 0.2477 -2.0014 -0.070
C 3.9755 0.0594 -2.6148 -0.203
C 4.7648 -1.0486 -2.3325 -0.027
C 5.9961 -1.2142 -2.9542 -0.062
C 6.4482 -0.2712 -3.8637 -0.065
C 5.6660 0.8397 -4.1503 -0.055
C 4.4369 1.0028 -3.5312 -0.036
C 1.5662 -0.2327 -2.6534 -0.087
N 0.0173 -1.1041 -1.0256 -0.015
C -0.8937 -2.1068 -1.5677 -0.116
C -2.0391 -2.4048 -0.9570 -0.060
C -3.0097 -3.2997 -1.6560 -0.232
C -4.0208 -2.7270 -2.4220 -0.024
C -4.9318 -3.5347 -3.0847 -0.055
C -4.8387 -4.9169 -2.9832 -0.063
C -3.8319 -5.4896 -2.2211 -0.059
C -2.9172 -4.6818 -1.5578 -0.029
C -2.4860 -1.8393 0.3255 -0.206
C -3.6505 -2.3481 0.9673 0.015
C -3.8780 -1.5633 2.0541 0.033
C -2.8376 -0.5877 2.0872 -0.217
N -1.9868 -0.7941 1.0037 -0.028
C -2.7411 0.4465 2.9952 -0.018
C -1.7350 1.4425 2.9979 -0.221
C -1.6134 2.4539 3.9832 0.020
C -0.5196 3.2026 3.6479 0.022
C 0.0212 2.6266 2.4709 -0.229
N -0.7151 1.5544 2.0926 -0.052
C -3.7789 0.5363 4.0538 -0.210
C -3.9199 -0.4829 4.9926 -0.036
C -4.8913 -0.3945 5.9780 -0.058
C -5.7380 0.7036 6.0225 -0.060
C -5.6059 1.7189 5.0851 -0.055
C -4.6248 1.6425 4.1097 -0.031
C -0.5146 -2.3428 -3.0054 -0.074
C 1.2358 -1.1485 -3.8134 -0.041
N 1.4974 1.3438 0.0681 0.023
H 3.2527 7.5672 3.9285 0.112
H 4.4044 5.4198 4.3450 0.112
H 3.4921 3.3272 3.4174 0.122
H 0.2561 5.5156 1.6651 0.126
H 1.1725 7.6088 2.5909 0.113
H 3.8110 3.6341 0.8797 0.123
H 4.5581 1.9723 -1.0604 0.118
H 4.4262 -1.7798 -1.6106 0.096
H 6.6042 -2.0786 -2.7236 0.109
H 7.4067 -0.3989 -4.3476 0.112
H 6.0146 1.5808 -4.8570 0.113
H 3.8293 1.8713 -3.7584 0.119
H -4.0950 -1.6476 -2.4895 0.124
H -5.7170 -3.0872 -3.6788 0.112
H -5.5530 -5.5462 -3.4959 0.113
H -3.7583 -6.5657 -2.1395 0.112
H -2.1331 -5.1301 -0.9582 0.112
H -4.2371 -3.1796 0.6161 0.123
H -4.6952 -1.6292 2.7513 0.124
H -2.2522 2.5714 4.8403 0.122
H -0.1068 4.0416 4.1792 0.123
H -3.2520 -1.3350 4.9639 0.123
H -4.9863 -1.1841 6.7110 0.112
H -6.4992 0.7693 6.7878 0.113
H -6.2674 2.5740 5.1140 0.113
H -4.5254 2.4324 3.3759 0.126
H -1.2290 -2.9713 -3.5271 0.156
H 1.7381 -1.0177 -4.7665 0.152
C 2.5274 -4.9220 2.1364 -0.024
N 1.5192 -3.9462 1.7277 -0.124
C 0.3127 -4.4867 1.1110 -0.012
C 1.7680 -2.6224 1.7378 -0.311
N 1.2326 -1.7772 0.8210 0.162
C 1.1305 -1.9195 -0.4491 -0.207
C 1.9901 -2.8558 -1.1607 -0.013
C 1.9157 -3.2217 -2.4391 0.023
C 0.9708 -2.6605 -3.4015 -0.136
C -0.2866 -0.9207 -3.5274 -0.061
C 0.1261 -0.1170 -2.2791 -0.333
N -0.5956 1.0273 -1.9560 0.139
C -1.1270 1.8736 -2.7862 -0.355
N -2.1782 2.6260 -2.3447 -0.148
C -2.3359 4.0182 -2.7366 -0.039
C -2.8780 2.2447 -1.1336 -0.054
N -0.7725 2.0926 -4.0949 -0.159
C 0.6017 2.1150 -4.5437 -0.029
C -1.7642 2.3325 -5.1291 -0.049
N 2.4613 -2.0625 2.7177 -0.098
C 2.6244 -2.6629 4.0378 -0.008
C 2.9357 -0.6816 2.5950 0.003
H 2.2459 -5.4518 3.0471 0.100
H 3.4861 -4.4333 2.2887 0.097
H 2.6329 -5.6528 1.3330 0.104
H -0.0351 -5.3205 1.7204 0.108
H 0.4966 -4.8492 0.0968 0.092
H -0.4678 -3.7290 1.0890 0.085
H 2.7629 -3.2934 -0.5405 0.124
H 2.6477 -3.9355 -2.8018 0.137
H 0.9616 -3.2534 -4.3131 0.157
H -1.0011 -0.4563 -4.1963 0.157
H -1.5404 4.3139 -3.4143 0.088
H -2.2798 4.6531 -1.8492 0.095
H -3.2983 4.1918 -3.2217 0.097
H -2.9421 1.1611 -1.0633 0.069
H -3.8846 2.6628 -1.1709 0.096
H -2.3722 2.6147 -0.2352 0.078
H 1.2755 2.0748 -3.6929 0.082
H 0.7937 3.0462 -5.0838 0.103
H 0.8257 1.2869 -5.2238 0.093
H -2.7640 2.1760 -4.7338 0.096
H -1.5999 1.6316 -5.9524 0.095
H -1.6975 3.3458 -5.5336 0.094
H 1.9794 -3.5286 4.1432 0.090
H 2.3344 -1.9169 4.7777 0.107
H 3.6602 -2.9497 4.2186 0.107
H 3.0431 -0.4016 1.5513 0.076
H 3.9031 -0.6069 3.0889 0.106
H 2.2269 -0.0032 3.0749 0.102
```



No. 2
Below is a 12-piece molecular cluster, C60H60F18N6O24 overall, with properties calculated with ωB97M-V/def2-TZVPD.

The calculation puts the HOMO energy at -9.880 eV. As for the calculated total energy: -170171.1394 eV. As for the SMILES: O=[N+]([O-])c1ccccc1.O=[N+]([O-])c1ccccc1.O=[N+]([O-])c1ccccc1.O=[N+]([O-])c1ccccc1.O=[N+]([O-])c1ccccc1.O=[N+]([O-])c1ccccc1.CCOC(=O)C(F)(F)F.CCOC(=O)C(F)(F)F.CCOC(=O)C(F)(F)F.CCOC(=O)C(F)(F)F.CCOC(=O)C(F)(F)F.CCOC(=O)C(F)(F)F. The frontier orbital gap is 8.94 eV.

Structure (XYZ):
```
168
Properties=species:S:1:pos:R:3:lowdin_charge:R:1
O 10.5103 10.0503 18.8735 0.071
N 10.3936 10.7190 17.8575 -0.340
O 10.2021 11.9295 17.8606 0.068
C 10.4942 10.0503 16.5898 -0.153
C 10.0382 10.7213 15.4421 0.013
C 10.2717 10.1375 14.2397 -0.089
C 10.8291 8.8986 14.1341 -0.092
C 11.2030 8.2025 15.2453 -0.066
C 11.0568 8.7838 16.5023 0.006
H 9.5407 11.6753 15.5283 0.121
H 10.0356 10.6516 13.3133 0.108
H 10.8527 8.4170 13.1765 0.113
H 11.5986 7.1972 15.2682 0.113
H 11.3732 8.3004 17.4591 0.141
O 18.1981 20.7237 21.0985 0.069
N 18.6361 19.5848 21.3234 -0.321
O 19.3118 19.2040 22.2603 0.067
C 18.1739 18.4298 20.4360 -0.136
C 18.6367 17.1128 20.6952 0.019
C 18.1185 16.0089 19.9239 -0.048
C 17.3728 16.3331 18.8143 -0.082
C 17.0201 17.6476 18.4949 -0.051
C 17.4377 18.6830 19.3306 -0.017
H 19.2794 16.9644 21.5814 0.117
H 18.3598 15.0709 20.3880 0.099
H 16.9782 15.5189 18.1952 0.106
H 16.4980 17.8525 17.6263 0.073
H 17.2661 19.7134 19.1043 0.116
O 13.3591 15.5800 12.1270 0.066
N 12.2670 15.7818 11.6157 -0.306
O 12.0656 15.6970 10.4213 0.091
C 11.1443 16.2004 12.4011 -0.159
C 10.0693 16.8372 11.7911 -0.033
C 9.0173 17.2935 12.5396 -0.073
C 8.9814 17.1336 13.9320 -0.055
C 9.9724 16.3858 14.5335 -0.063
C 11.0708 15.9137 13.7930 0.021
H 9.9948 17.0882 10.7197 0.135
H 8.1498 17.8398 12.0528 0.135
H 8.2262 17.5934 14.5514 0.112
H 9.9684 16.2188 15.6105 0.095
H 11.8128 15.1218 14.1322 0.141
O 10.6881 19.6875 20.6535 0.097
N 11.7120 20.1536 21.1160 -0.350
O 11.9952 21.3323 21.2177 0.085
C 12.7851 19.2424 21.6427 -0.137
C 13.2217 19.4595 22.8998 -0.003
C 14.0181 18.4766 23.4850 -0.029
C 14.5598 17.4703 22.6919 -0.080
C 14.0900 17.2476 21.4510 -0.070
C 13.2180 18.1580 20.8562 0.035
H 12.8210 20.3136 23.3082 0.101
H 14.3787 18.6017 24.4605 0.093
H 15.2169 16.7610 23.1467 0.103
H 14.5845 16.5514 20.8362 0.086
H 12.7956 18.0404 19.9086 0.086
O 13.4404 11.1615 18.2034 0.090
N 14.3000 11.7665 18.7901 -0.318
O 15.2649 12.2712 18.2819 0.082
C 14.1477 12.0538 20.2611 -0.148
C 13.0078 11.6987 20.9356 0.024
C 12.9017 11.9914 22.3226 -0.040
C 13.9258 12.6540 22.9556 -0.090
C 15.0790 12.9885 22.2825 -0.043
C 15.2269 12.6119 20.8974 0.010
H 12.1369 11.2366 20.4686 0.109
H 12.0368 11.6763 22.8779 0.096
H 13.8745 12.9603 23.9616 0.096
H 15.9257 13.4763 22.8122 0.115
H 16.0859 12.7093 20.3301 0.086
O 11.6599 19.4795 13.6498 0.061
N 11.7432 20.6361 13.9833 -0.337
O 11.5223 21.0933 15.0890 0.089
C 12.1313 21.5935 12.8768 -0.124
C 12.0429 22.9494 13.0661 -0.003
C 12.4435 23.7166 11.9705 -0.105
C 12.9792 23.2197 10.8244 -0.065
C 13.1357 21.7812 10.6974 -0.036
C 12.6638 20.9834 11.7280 -0.021
H 11.5074 23.4185 13.8473 0.112
H 12.4498 24.8078 12.2153 0.125
H 13.3357 23.9653 10.0688 0.121
H 13.6338 21.3639 9.7973 0.117
H 12.7494 19.9007 11.6582 0.102
C 13.5092 12.5860 10.9645 -0.070
C 12.3445 12.7766 10.0797 -0.224
O 11.1930 13.1441 10.8339 0.035
C 10.0520 12.5566 10.4749 -0.376
O 9.8546 11.7597 9.5989 0.170
C 8.8333 13.1563 11.2334 -0.476
F 7.7687 12.3346 11.1323 0.160
F 9.0848 13.3736 12.5446 0.139
F 8.5782 14.3925 10.6909 0.137
H 13.6156 11.5133 11.3112 0.108
H 13.5518 13.2711 11.7478 0.025
H 14.4262 12.8508 10.4778 0.079
H 12.2538 11.8874 9.4494 0.130
H 12.6230 13.5162 9.3227 0.131
C 8.1109 15.9482 19.4830 -0.050
C 8.0624 14.4283 19.6246 -0.192
O 8.7985 13.9384 20.7518 0.009
C 8.1165 14.0243 21.9173 -0.365
O 7.0278 14.4887 22.1055 0.168
C 8.9937 13.3821 23.0483 -0.455
F 9.9766 14.1421 23.5508 0.156
F 8.2147 13.0229 24.1076 0.137
F 9.6212 12.2552 22.5414 0.105
H 9.1412 16.3087 19.6176 0.075
H 7.5072 16.5690 20.1557 0.082
H 7.8600 16.1369 18.4429 0.075
H 8.6192 14.0983 18.7809 0.096
H 7.0551 13.9848 19.7840 0.140
C 17.9743 14.5766 12.4834 -0.015
C 16.4655 14.8534 12.7665 -0.190
O 16.1175 16.1576 12.3682 0.016
C 15.6912 16.3788 11.1082 -0.407
O 15.7844 15.6606 10.1610 0.185
C 15.3128 17.8343 10.9406 -0.601
F 14.8847 18.4540 12.0522 0.144
F 16.3773 18.5321 10.5492 0.183
F 14.4068 17.9145 10.0248 0.211
H 18.2662 14.6301 11.4526 0.071
H 18.2281 13.5689 12.8097 0.075
H 18.5955 15.3161 13.0100 0.062
H 16.2006 14.7035 13.7788 0.080
H 15.9064 14.0841 12.2487 0.107
C 14.0408 10.5149 14.9069 -0.046
C 14.5428 11.9061 14.8778 -0.196
O 15.9123 11.8126 15.2932 -0.001
C 16.6997 12.8562 15.7076 -0.382
O 16.4161 13.9820 15.8393 0.157
C 18.0317 12.2636 16.2958 -0.609
F 17.7526 11.2310 17.0790 0.176
F 18.7908 11.7992 15.3043 0.166
F 18.6645 13.1509 16.9785 0.214
H 13.1033 10.5331 14.4227 0.053
H 13.8372 10.1716 15.9354 0.080
H 14.7131 9.8838 14.4046 0.079
H 13.9721 12.7231 15.3466 0.135
H 14.6662 12.1501 13.8299 0.105
C 19.0842 16.9077 15.6440 -0.050
C 19.0899 17.8814 14.4656 -0.182
O 18.1501 18.9197 14.7884 0.053
C 17.9963 19.7477 13.7984 -0.424
O 18.4407 19.7544 12.6977 0.181
C 16.9223 20.8739 14.0842 -0.519
F 17.4664 22.1165 13.8628 0.123
F 15.9967 20.7512 13.2030 0.203
F 16.4246 20.9511 15.3588 0.122
H 20.0290 16.4061 15.6224 0.072
H 18.2785 16.1466 15.6382 0.077
H 19.0654 17.4962 16.5486 0.067
H 18.7222 17.4283 13.5465 0.106
H 20.1684 18.2192 14.3767 0.156
C 14.5238 17.9726 15.2875 -0.023
C 13.4955 18.1888 16.3675 -0.112
O 13.2931 16.9645 17.2138 0.021
C 12.1776 16.4838 17.6971 -0.432
O 11.0931 17.0045 17.6673 0.145
C 12.4585 15.0738 18.2076 -0.542
F 13.6751 15.0304 18.8160 0.143
F 11.4836 14.6418 19.0083 0.172
F 12.4728 14.2432 17.1854 0.179
H 14.9135 18.9536 15.3078 0.055
H 14.1246 17.7511 14.3056 0.067
H 15.2150 17.2252 15.5713 0.069
H 12.5256 18.4923 15.9701 0.109
H 13.8148 18.8708 17.1055 0.111
```